C60H83BF2N9O8P2S | ωB97M-V/def2-TZVPD

Computed properties:
orbital gap: 7.77 eV
molecular weight: 1201.2 g/mol
lowest unoccupied orbital energy: -2.570 eV
calculated total energy: -128875.42753 eV
highest occupied orbital energy: -10.34 eV
charge: +1

Geometry (Å):
C  2.3583  6.3118  -0.2004
O  2.4506  5.5117  0.9623
C  3.2347  4.3422  0.7843
C  2.3795  3.0549  0.7422
C  0.8968  3.2663  1.0547
C  0.1939  1.8908  1.1046
C  -1.1699  1.8695  0.3632
C  -2.2625  1.5098  1.3834
C  -3.5621  0.9074  0.8312
C  -4.3447  1.5685  -0.3230
C  -5.2388  2.7846  0.0013
C  -6.1751  3.0255  -1.2045
C  -5.7735  2.4696  -2.5709
F  -6.4608  4.3898  -1.3884
C  -4.2728  3.9942  0.1257
P  -3.4687  4.5409  -1.4748
P  -2.2618  6.2551  -0.9121
O  -3.0460  7.4740  -1.0421
O  -1.0993  6.2247  -1.9908
O  -1.6199  6.0696  0.5473
C  -4.9038  5.3129  0.6658
C  -6.1881  5.0278  1.4468
C  -6.1215  3.7356  2.2425
C  -7.4120  3.6837  3.0865
B  -7.5722  4.8255  4.1939
O  -6.8794  4.8167  5.3925
O  -8.4211  5.8690  3.9666
C  -4.9458  3.6433  3.2391
C  -4.3875  4.9332  3.8003
F  -5.2620  2.7102  4.2243
N  -5.9779  2.5274  1.2982
S  -7.3495  1.3964  1.1788
C  -7.3692  0.3314  2.6417
O  -8.5929  2.0104  0.8590
O  -7.0377  0.4624  0.1419
H  3.2839  6.3363  -0.7710
H  2.1521  7.3335  0.1150
H  1.5164  5.9721  -0.8071
H  3.9399  4.2760  1.6091
H  3.8281  4.3793  -0.1279
H  2.4486  2.5906  -0.2436
H  2.7520  2.3470  1.4782
H  0.4089  3.9625  0.3804
H  0.8518  3.7054  2.0486
H  0.8384  1.0987  0.7324
H  0.0407  1.6822  2.1634
H  -1.3386  2.9013  0.0843
H  -1.1532  1.2171  -0.5053
H  -2.4075  2.3760  2.0274
H  -1.8367  0.7569  2.0420
H  -4.1819  0.6315  1.6994
H  -3.2635  -0.0621  0.4417
H  -3.6235  1.7992  -1.0923
H  -4.9197  0.7650  -0.7619
H  -7.1718  2.6172  -1.0709
H  -4.7285  2.5423  -2.8392
H  -6.0995  1.4358  -2.6240
H  -6.3693  2.9974  -3.3022
H  -3.4615  3.7811  0.8121
H  -2.5194  3.5863  -1.9093
H  -0.9059  7.1369  -2.2676
H  -1.5013  6.9675  0.9081
H  -5.1625  5.9653  -0.1647
H  -4.1881  5.8621  1.2603
H  -7.0616  4.9612  0.8057
H  -6.3596  5.8979  2.0688
H  -7.5500  2.7489  3.6270
H  -8.2287  3.8880  2.4020
H  -7.3022  4.1934  6.0063
H  -7.9817  6.7305  4.0266
H  -4.0905  3.1831  2.7404
H  -5.0390  5.7981  3.7378
H  -3.4624  5.1879  3.2947
H  -4.1297  4.7990  4.8430
H  -5.3538  1.9280  1.8670
H  -6.3715  0.3575  3.0737
H  -7.6992  -0.6467  2.3254
H  -8.0638  0.7199  3.3772
N  3.4194  0.8911  -1.6861
C  4.4936  0.9961  -2.4687
C  5.4611  0.0115  -2.5891
C  5.3108  -1.1508  -1.8525
C  4.2033  -1.2801  -1.0317
C  3.2937  -0.2361  -0.9869
H  4.5745  1.9239  -3.0255
H  6.3110  0.1531  -3.2423
H  6.0450  -1.9398  -1.9159
H  4.0479  -2.1705  -0.4379
H  2.4108  -0.2975  -0.3579
N  -6.3292  1.5238  -5.8760
C  -7.3273  0.6895  -6.1693
C  -8.2540  0.9173  -7.1747
C  -8.1375  2.0805  -7.9157
C  -7.1113  2.9642  -7.6274
C  -6.2373  2.6380  -6.6028
H  -7.3798  -0.2068  -5.5609
H  -9.0447  0.2038  -7.3714
H  -8.8408  2.2989  -8.7081
H  -6.9890  3.8835  -8.1833
H  -5.4156  3.2976  -6.3439
N  7.9848  -1.2967  -0.1499
C  8.2986  -2.3827  0.5565
C  9.3971  -2.4681  1.3976
C  10.2206  -1.3602  1.5085
C  9.9137  -0.2207  0.7806
C  8.7888  -0.2415  -0.0280
H  7.6282  -3.2278  0.4358
H  9.5997  -3.3709  1.9434
H  11.0907  -1.3844  2.1527
H  10.5317  0.6650  0.8387
H  8.5079  0.6291  -0.6122
N  10.6977  -5.1585  1.0234
C  11.7680  -5.0344  0.2401
C  12.7432  -6.0098  0.1090
C  12.6021  -7.1816  0.8353
C  11.4968  -7.3312  1.6557
C  10.5773  -6.2943  1.7112
H  11.8389  -4.0990  -0.3064
H  13.5908  -5.8544  -0.5441
H  13.3429  -7.9674  0.7626
H  11.3498  -8.2293  2.2393
H  9.6946  -6.3678  2.3393
N  8.2379  -9.6097  0.8561
C  7.2477  -10.4243  0.4941
C  6.4401  -10.2109  -0.6116
C  6.6701  -9.0848  -1.3848
C  7.6935  -8.2246  -1.0236
C  8.4456  -8.5326  0.0997
H  7.1000  -11.2918  1.1287
H  5.6522  -10.9088  -0.8589
H  6.0608  -8.8813  -2.2562
H  7.9068  -7.3342  -1.5991
H  9.2605  -7.8883  0.4177
N  0.3143  1.7136  4.6128
C  0.1682  2.9897  4.9684
C  0.2734  3.4439  6.2735
C  0.5426  2.5201  7.2699
C  0.6967  1.1889  6.9214
C  0.5751  0.8408  5.5852
H  -0.0431  3.6788  4.1564
H  0.1486  4.4935  6.5019
H  0.6323  2.8334  8.3020
H  0.9081  0.4359  7.6678
H  0.6928  -0.1895  5.2675
N  10.7176  -9.5920  4.6883
C  11.1153  -10.4078  5.6636
C  10.7134  -11.7298  5.7725
C  9.8463  -12.2338  4.8162
C  9.4205  -11.4005  3.7956
C  9.8843  -10.0950  3.7770
H  11.7912  -9.9711  6.3910
H  11.0708  -12.3471  6.5852
H  9.5084  -13.2612  4.8662
H  8.7447  -11.7514  3.0284
H  9.5770  -9.4142  2.9932
N  -10.6849  -1.0257  -9.3392
C  -11.6842  -1.8590  -9.6244
C  -12.6152  -1.6353  -10.6268
C  -12.5072  -0.4771  -11.3769
C  -11.4776  0.4048  -11.0959
C  -10.5988  0.0840  -10.0738
H  -11.7334  -2.7528  -9.0123
H  -13.4034  -2.3514  -10.8133
H  -13.2145  -0.2645  -12.1682
H  -11.3574  1.3218  -11.6563
H  -9.7773  0.7434  -9.8221